# 1
ORCA calculation (ωB97M-V/def2-TZVPD) on a cluster of 10 separate species, C46H120N8O14 in total at a distorted geometry.

Results
- orbital gap (alpha / beta) (eV) = 7.91 / 2.44
- HOMO energy (alpha / beta) (eV) = -9.90 / -9.90
- E (a.u.) = -3315.2056
- spin multiplicity = 2
- net charge = +1

Last column: Löwdin charge in e.
Element x y z (Å)
C  -1.42  4.42  4.41  -0.05
C  -2.59  5.24  4.91  -0.53
C  -2.15  6.42  5.64  -0.06
O  -3.36  5.72  3.83  -0.05
H  -0.60  5.02  4.00  0.06
H  -1.73  3.77  3.59  0.06
H  -0.89  3.89  5.21  0.09
H  -3.18  4.52  5.47  0.14
H  -2.90  6.76  6.35  0.09
H  -1.65  7.19  5.06  0.09
H  -1.22  6.12  6.14  0.08
H  -4.27  5.46  3.98  0.09
C  0.06  6.72  0.74  -0.06
C  -0.11  7.36  2.13  -0.41
C  1.11  6.97  3.10  -0.03
O  -0.38  8.78  1.96  -0.07
H  0.31  5.67  0.89  0.05
H  0.86  7.12  0.12  0.09
H  -0.87  6.56  0.19  0.05
H  -1.09  7.15  2.55  0.11
H  0.82  7.12  4.14  0.06
H  1.97  7.55  2.77  0.08
H  1.40  5.92  3.09  0.06
H  -0.53  8.96  1.03  0.07
C  -3.22  -6.54  3.04  -0.07
O  -3.17  -5.23  3.55  -0.20
C  -3.76  -4.94  4.75  -0.22
C  -3.60  -3.44  5.20  -0.06
N  -4.55  -2.62  4.38  0.17
C  -4.62  -1.17  4.68  -0.08
C  -3.35  -0.25  4.59  -0.18
O  -3.48  1.02  4.04  -0.12
C  -3.42  1.05  2.66  -0.10
H  -4.24  -6.79  2.74  0.10
H  -2.93  -7.31  3.75  0.10
H  -2.62  -6.67  2.13  0.10
H  -3.39  -5.60  5.54  0.13
H  -4.83  -5.12  4.78  0.13
H  -2.59  -3.06  5.08  0.14
H  -3.90  -3.29  6.24  0.14
H  -4.30  -2.82  3.42  0.11
H  -5.20  -1.20  5.60  0.14
H  -5.28  -0.60  4.03  0.13
H  -2.50  -0.77  4.14  0.11
H  -2.93  -0.14  5.60  0.14
H  -3.52  2.11  2.43  0.10
H  -4.26  0.51  2.24  0.08
H  -2.41  0.74  2.38  0.08
C  8.42  -4.01  4.60  -0.06
O  7.12  -4.02  3.93  -0.23
C  6.94  -4.53  2.63  -0.22
C  5.47  -4.17  2.35  -0.19
N  5.19  -4.46  0.94  -0.10
C  3.85  -4.10  0.59  -0.19
C  3.81  -4.10  -0.98  -0.21
O  4.74  -3.15  -1.45  -0.19
C  4.64  -2.90  -2.84  -0.10
H  8.82  -5.02  4.51  0.08
H  8.36  -3.75  5.66  0.08
H  9.07  -3.31  4.07  0.08
H  7.18  -5.59  2.68  0.12
H  7.64  -4.09  1.93  0.12
H  5.17  -3.14  2.55  0.11
H  4.81  -4.81  2.95  0.12
H  5.93  -4.00  0.44  0.10
H  3.55  -3.15  1.03  0.11
H  3.35  -4.99  0.97  0.12
H  2.82  -4.08  -1.44  0.10
H  4.18  -5.04  -1.39  0.12
H  5.38  -2.14  -3.10  0.09
H  3.64  -2.65  -3.17  0.07
H  5.05  -3.71  -3.45  0.08
C  -4.63  -1.58  0.20  -0.05
O  -3.27  -2.17  0.09  -0.21
C  -2.98  -3.43  0.81  -0.17
C  -1.47  -3.37  1.24  -0.16
N  -1.23  -2.13  2.01  -0.05
C  0.17  -1.89  2.29  -0.19
C  0.86  -2.58  3.52  -0.17
O  2.31  -2.59  3.47  -0.21
C  2.91  -2.85  4.72  -0.11
H  -4.80  -1.32  1.24  0.04
H  -5.41  -2.27  -0.14  0.09
H  -4.76  -0.57  -0.20  0.06
H  -3.13  -4.39  0.31  0.11
H  -3.72  -3.62  1.59  0.08
H  -0.75  -3.46  0.43  0.12
H  -1.52  -4.23  1.91  0.09
H  -1.64  -1.38  1.47  0.07
H  0.27  -0.82  2.44  0.11
H  0.72  -2.11  1.38  0.10
H  0.68  -3.66  3.59  0.12
H  0.50  -2.01  4.38  0.11
H  2.57  -2.14  5.48  0.08
H  3.99  -2.77  4.81  0.09
H  2.59  -3.86  5.00  0.09
C  4.54  -7.59  -6.48  -0.12
O  3.17  -7.45  -6.64  -0.17
C  2.46  -7.04  -5.56  -0.26
C  2.69  -5.57  -5.09  -0.18
N  2.17  -4.69  -6.17  -0.05
C  0.70  -4.47  -6.20  -0.18
C  0.21  -3.57  -5.08  -0.20
O  0.75  -2.23  -4.95  -0.22
C  0.61  -1.32  -6.06  -0.08
H  4.93  -8.42  -7.07  0.09
H  4.73  -7.76  -5.42  0.09
H  5.08  -6.68  -6.73  0.09
H  2.62  -7.82  -4.82  0.12
H  1.38  -7.18  -5.66  0.11
H  3.76  -5.52  -4.90  0.10
H  2.20  -5.38  -4.13  0.10
H  2.56  -3.77  -6.02  0.09
H  0.32  -5.49  -6.12  0.11
H  0.60  -4.02  -7.19  0.11
H  0.44  -4.07  -4.15  0.11
H  -0.88  -3.49  -5.09  0.12
H  0.91  -1.79  -7.00  0.07
H  1.19  -0.40  -6.01  0.08
H  -0.44  -1.07  -6.20  0.08
C  -0.20  2.25  0.88  -0.04
C  -0.72  1.96  -0.56  -0.34
C  0.38  1.20  -1.44  -0.15
O  0.85  -0.02  -0.87  -0.19
C  0.83  -1.19  -1.64  -0.09
N  -1.88  1.02  -0.32  0.07
H  -0.95  2.61  1.59  0.05
H  0.57  3.03  0.83  0.05
H  0.18  1.31  1.28  0.06
H  -0.95  2.88  -1.09  0.12
H  1.28  1.82  -1.51  0.11
H  -0.02  1.09  -2.45  0.09
H  1.77  -1.28  -2.17  0.08
H  0.05  -1.43  -2.36  0.09
H  0.80  -2.01  -0.92  0.06
H  -1.20  0.29  -0.16  0.04
H  -2.37  0.82  -1.18  0.03
C  -4.27  2.18  -4.46  -0.06
C  -2.86  1.78  -4.40  -0.43
C  -1.79  2.88  -4.63  -0.19
O  -0.46  2.47  -4.46  -0.22
C  0.52  3.49  -4.81  -0.06
N  -2.61  1.32  -3.09  0.05
H  -4.89  1.29  -4.48  0.09
H  -4.46  2.63  -5.44  0.09
H  -4.71  2.81  -3.69  0.06
H  -2.72  0.95  -5.09  0.14
H  -1.90  3.69  -3.90  0.12
H  -1.85  3.41  -5.59  0.12
H  0.29  4.42  -4.30  0.09
H  0.69  3.64  -5.87  0.09
H  1.49  3.06  -4.54  0.08
H  -3.12  1.96  -2.50  0.04
H  -1.63  1.56  -2.97  0.03
C  3.39  4.15  0.27  -0.06
C  4.49  4.08  -0.74  -0.45
C  4.12  4.07  -2.20  -0.15
O  3.38  2.88  -2.61  -0.21
C  4.14  1.74  -2.82  -0.13
N  5.39  5.18  -0.34  0.02
H  2.76  3.26  0.24  0.06
H  2.70  4.97  0.07  0.07
H  3.83  4.19  1.27  0.08
H  5.16  3.25  -0.54  0.13
H  5.06  4.13  -2.76  0.12
H  3.55  4.95  -2.47  0.13
H  4.52  1.35  -1.88  0.09
H  4.93  1.94  -3.55  0.09
H  3.60  0.84  -3.12  0.08
H  6.08  5.35  -1.06  0.06
H  5.99  5.06  0.45  0.07
C  -6.93  3.11  -1.16  -0.02
C  -5.42  2.71  -0.88  -0.46
C  -4.58  3.97  -0.96  -0.25
O  -4.87  4.90  0.06  -0.19
C  -3.80  5.85  0.42  -0.04
N  -5.27  2.07  0.34  0.06
H  -7.06  3.90  -1.90  0.08
H  -7.26  3.40  -0.16  0.07
H  -7.49  2.26  -1.55  0.07
H  -5.05  2.19  -1.76  0.10
H  -4.75  4.47  -1.92  0.12
H  -3.56  3.61  -0.94  0.10
H  -3.92  6.33  1.39  0.08
H  -3.98  6.61  -0.34  0.08
H  -2.81  5.48  0.19  0.06
H  -5.77  2.56  1.07  0.08
H  -4.30  1.94  0.61  0.03

# 2
ORCA calculation (ωB97M-V/def2-TZVPD) on a structure of composition C46H124CrF18N13O29S6 at a distorted geometry.

Results
- orbital gap (alpha / beta) (eV) = 2.10 / 3.61
- HOMO energy (alpha / beta) (eV) = -7.86 / -7.86
- E (a.u.) = -9951.3543
- spin multiplicity = 4
- net charge = 0

Last column: Löwdin charge in e.
Element x y z (Å)
Cr  3.83  2.49  -0.57  1.21
C  3.50  6.92  0.07  -0.64
F  2.50  6.25  0.56  0.14
F  3.09  7.39  -1.14  0.13
F  3.88  7.95  0.78  0.20
S  4.97  5.64  -0.15  0.80
O  4.92  5.45  -1.61  -0.32
O  6.14  6.29  0.47  -0.26
N  4.40  4.02  0.54  -0.39
S  4.58  4.37  2.15  0.69
O  4.53  5.81  2.51  -0.29
O  3.66  3.55  2.96  -0.28
C  6.37  3.68  2.59  -0.59
F  7.26  3.82  1.62  0.15
F  6.85  4.48  3.60  0.12
F  6.20  2.42  2.95  0.15
C  2.06  -2.44  0.44  -0.66
F  2.74  -3.20  1.30  0.15
F  2.96  -1.97  -0.40  0.12
F  1.23  -3.11  -0.31  0.18
S  1.26  -0.89  1.28  0.78
O  0.05  -1.44  1.92  -0.28
O  2.25  -0.37  2.22  -0.29
N  1.02  0.13  -0.13  -0.33
S  -0.54  0.08  -0.41  0.63
O  -0.96  -1.22  -0.96  -0.29
O  -1.45  0.62  0.60  -0.28
C  -0.61  1.25  -1.86  -0.66
F  0.17  2.32  -1.51  0.09
F  -0.02  0.61  -2.86  0.15
F  -1.80  1.67  -2.16  0.22
C  -1.02  -2.34  -8.22  -0.63
F  -0.74  -3.31  -7.26  0.06
F  -0.04  -1.53  -8.54  0.15
F  -1.42  -3.10  -9.20  0.15
S  -2.46  -1.22  -7.64  0.67
O  -2.88  -1.60  -6.30  -0.35
O  -2.16  0.17  -7.79  -0.32
N  -3.67  -1.55  -8.97  -0.26
S  -4.88  -2.29  -8.19  0.53
O  -5.40  -1.67  -7.02  -0.32
O  -5.93  -2.55  -9.14  -0.32
C  -4.18  -4.10  -7.78  -0.59
F  -3.72  -4.64  -8.97  0.07
F  -3.18  -4.06  -6.91  0.10
F  -5.13  -4.87  -7.25  0.13
O  2.85  0.97  -1.58  -0.10
H  2.76  0.69  -2.49  0.01
H  2.14  0.51  -1.12  -0.04
O  0.80  5.50  -1.96  -0.01
H  0.74  6.41  -1.68  0.06
H  0.14  5.41  -2.65  0.07
O  -2.03  3.81  -5.29  -0.06
H  -2.28  3.55  -6.18  0.05
H  -2.86  3.91  -4.83  -0.01
O  2.02  2.52  0.56  -0.03
H  1.55  1.70  0.43  0.00
H  1.41  3.07  1.06  0.06
O  4.47  1.01  0.89  -0.05
H  3.94  0.42  1.43  0.04
H  5.29  0.54  0.75  0.03
O  0.54  2.89  -4.82  -0.05
H  -0.08  3.26  -5.44  0.02
H  0.09  2.92  -3.98  0.00
O  2.80  3.66  -1.91  -0.06
H  2.15  4.29  -1.60  0.03
H  2.79  3.76  -2.86  0.11
C  8.58  1.15  4.78  -0.04
C  8.15  2.27  5.75  -0.41
C  6.84  1.92  6.39  -0.20
O  5.91  1.69  5.35  -0.22
C  4.68  1.17  5.70  -0.11
N  9.25  2.33  6.74  0.03
H  9.50  0.67  5.11  0.08
H  8.63  1.53  3.76  0.07
H  7.80  0.38  4.74  0.07
H  8.11  3.23  5.24  0.12
H  6.50  2.66  7.12  0.13
H  7.05  0.99  6.92  0.13
H  4.00  0.85  4.91  0.09
H  4.18  1.86  6.39  0.09
H  4.81  0.28  6.32  0.08
H  8.87  2.65  7.62  0.06
H  9.41  1.37  7.02  0.06
C  -7.55  2.97  5.32  -0.05
C  -7.77  2.64  3.81  -0.46
C  -6.54  1.89  3.29  -0.21
O  -5.30  2.58  3.34  -0.16
C  -5.19  3.69  2.48  -0.12
N  -8.96  1.86  3.73  0.03
H  -7.32  2.06  5.88  0.08
H  -8.49  3.37  5.69  0.07
H  -6.70  3.63  5.54  0.07
H  -7.93  3.60  3.33  0.12
H  -6.75  1.50  2.29  0.10
H  -6.51  0.87  3.67  0.13
H  -4.68  3.44  1.55  0.07
H  -4.53  4.39  2.99  0.08
H  -6.06  4.33  2.32  0.07
H  -9.30  1.72  2.79  0.08
H  -9.59  2.57  4.08  0.07
C  -4.94  7.01  -5.32  -0.04
C  -4.75  6.29  -4.02  -0.51
C  -5.81  6.34  -2.94  -0.20
O  -5.49  5.66  -1.73  -0.18
C  -6.42  5.85  -0.75  -0.12
N  -4.56  4.95  -4.34  0.04
H  -5.30  8.02  -5.12  0.08
H  -5.66  6.37  -5.84  0.10
H  -3.97  7.33  -5.69  0.09
H  -3.87  6.66  -3.49  0.14
H  -6.70  5.97  -3.43  0.13
H  -6.03  7.40  -2.81  0.13
H  -6.03  5.53  0.22  0.08
H  -7.24  5.28  -1.19  0.11
H  -6.64  6.90  -0.58  0.09
H  -4.71  4.57  -3.42  0.08
H  -5.44  4.65  -4.72  0.10
C  0.24  -6.70  -0.14  -0.09
C  0.34  -7.14  -1.55  -0.46
C  -0.38  -6.15  -2.53  -0.11
O  0.20  -6.32  -3.90  -0.24
C  -0.48  -5.66  -4.98  -0.10
N  1.70  -7.03  -1.80  0.04
H  0.75  -7.42  0.49  0.09
H  -0.82  -6.66  0.09  0.07
H  0.66  -5.74  0.16  0.06
H  0.04  -8.18  -1.68  0.15
H  -0.28  -5.09  -2.28  0.12
H  -1.42  -6.49  -2.59  0.12
H  -0.42  -4.58  -4.89  0.06
H  -1.56  -5.85  -4.98  0.09
H  -0.12  -5.83  -5.99  0.09
H  1.55  -6.82  -2.78  0.05
H  2.03  -6.14  -1.46  0.06
C  7.76  -2.68  1.40  -0.08
C  6.36  -2.21  1.32  -0.37
C  5.42  -2.75  2.46  -0.17
O  6.06  -2.61  3.72  -0.20
C  5.35  -3.02  4.82  -0.12
N  6.46  -0.76  1.61  0.04
H  8.40  -2.32  0.59  0.09
H  7.76  -3.74  1.14  0.09
H  8.09  -2.55  2.43  0.09
H  6.01  -2.49  0.33  0.14
H  5.17  -3.81  2.42  0.13
H  4.44  -2.27  2.44  0.10
H  4.84  -3.98  4.88  0.09
H  4.61  -2.25  5.02  0.08
H  6.06  -3.05  5.64  0.09
H  6.79  -0.70  2.56  0.08
H  7.26  -0.38  1.12  0.08
C  -0.72  1.26  4.09  -0.09
C  0.39  2.16  4.48  -0.41
C  0.21  3.69  3.96  -0.09
O  0.26  3.64  2.48  -0.25
C  -0.22  4.87  1.84  -0.05
N  0.37  1.99  5.94  0.04
H  -1.05  1.27  3.05  0.06
H  -1.58  1.57  4.68  0.09
H  -0.51  0.19  4.13  0.06
H  1.27  1.78  3.98  0.11
H  1.04  4.28  4.34  0.11
H  -0.75  4.06  4.32  0.12
H  0.00  4.70  0.78  0.07
H  0.30  5.77  2.17  0.09
H  -1.31  4.86  1.93  0.09
H  0.58  1.01  6.07  0.07
H  1.10  2.45  6.46  0.06
C  2.49  -0.86  -6.29  -0.02
C  2.46  -0.76  -4.73  -0.34
C  3.48  -1.67  -3.92  -0.19
O  3.43  -3.03  -4.28  -0.17
C  2.29  -3.67  -3.81  -0.11
N  2.72  0.63  -4.27  0.03
H  2.01  -1.82  -6.47  0.08
H  3.52  -0.75  -6.65  0.08
H  2.03  -0.01  -6.80  0.08
H  1.48  -1.06  -4.36  0.12
H  3.42  -1.71  -2.83  0.10
H  4.52  -1.40  -4.12  0.12
H  1.45  -3.03  -3.53  0.09
H  2.61  -4.25  -2.95  0.08
H  2.04  -4.46  -4.52  0.09
H  2.06  1.15  -4.84  0.05
H  3.58  1.01  -4.65  0.09
C  0.78  -3.84  4.82  -0.03
C  0.54  -5.03  3.93  -0.43
C  -0.73  -5.82  4.43  -0.15
O  -0.63  -6.58  5.65  -0.19
C  0.47  -7.37  5.75  -0.17
N  0.25  -4.62  2.59  0.06
H  1.68  -3.32  4.50  0.07
H  0.81  -4.23  5.83  0.09
H  0.00  -3.09  4.64  0.08
H  1.36  -5.73  3.78  0.13
H  -0.91  -6.70  3.81  0.12
H  -1.62  -5.19  4.36  0.12
H  0.72  -7.88  4.82  0.09
H  0.30  -8.13  6.50  0.09
H  1.30  -6.75  6.09  0.08
H  -0.31  -5.28  2.06  0.04
H  -0.32  -3.79  2.65  0.04
C  -2.75  -4.11  -0.80  -0.04
C  -2.63  -4.10  0.76  -0.43
C  -3.00  -2.80  1.55  -0.16
O  -2.77  -3.00  2.94  -0.22
C  -2.99  -1.91  3.82  -0.08
N  -3.31  -5.30  1.13  0.05
H  -2.47  -5.13  -1.07  0.05
H  -2.15  -3.45  -1.42  0.06
H  -3.79  -3.88  -1.03  0.08
H  -1.56  -4.29  0.86  0.09
H  -4.02  -2.52  1.29  0.13
H  -2.29  -2.04  1.22  0.09
H  -3.22  -2.28  4.82  0.09
H  -3.69  -1.13  3.54  0.09
H  -2.00  -1.47  3.87  0.06
H  -3.43  -5.21  2.13  0.07
H  -4.17  -5.28  0.61  0.07
C  -4.15  0.74  -4.41  -0.05
C  -4.70  -0.25  -3.34  -0.41
C  -6.06  0.07  -2.58  -0.12
O  -5.89  1.16  -1.62  -0.19
C  -5.15  0.93  -0.44  -0.12
N  -5.01  -1.43  -4.04  0.02
H  -4.75  0.89  -5.31  0.08
H  -3.11  0.54  -4.68  0.07
H  -4.24  1.79  -4.12  0.04
H  -3.86  -0.53  -2.70  0.12
H  -6.40  -0.81  -2.04  0.11
H  -6.86  0.29  -3.29  0.12
H  -4.12  0.59  -0.54  0.06
H  -5.57  0.36  0.39  0.08
H  -4.85  1.85  0.06  0.06
H  -4.18  -1.88  -4.40  0.06
H  -5.42  -1.11  -4.91  0.04

Among the records above, which one has the lowest spin multiplicity? C46H120N8O14

Which value of E does entry 1 give? -3315.2056 a.u.